ORCA calculation (wB97M-V/def2-TZVPD) on a 11-piece molecular cluster, C51H114O33 overall in a non-equilibrium geometry.

Orbital gap ... 9.637 eV
LUMO ... 0.7 eV
2S+1 ... 1
SMILES ... COC(=O)OC.COC(=O)OC.COC(=O)OC.COC(=O)OC.COC(=O)OC.COCCOCCOC.COCCOCCOC.COCCOCCOC.COCCOCCOC.COCCOCCOC.COCCOCCOC

```
198
C51H114O33 wB97M-V/def2-TZVPD
C 6.826 -1.398 4.152
O 5.729 -0.502 3.862
C 4.540 -0.919 3.347
O 4.267 -2.000 2.855
O 3.741 0.126 3.381
C 2.583 0.316 2.546
H 7.274 -1.631 3.186
H 6.469 -2.311 4.628
H 7.598 -0.952 4.778
H 1.771 0.844 3.046
H 2.246 -0.606 2.073
H 2.960 0.912 1.715
C 3.130 5.538 -2.915
O 2.782 4.465 -3.764
C 1.823 3.574 -3.461
O 1.108 3.589 -2.468
O 1.580 2.766 -4.528
C 0.667 1.734 -4.413
H 2.295 6.229 -2.802
H 3.997 6.096 -3.269
H 3.331 5.222 -1.892
H 0.429 1.409 -5.426
H -0.289 1.951 -3.938
H 1.113 0.846 -3.965
C 0.654 4.123 0.740
O 0.092 3.836 2.008
C -0.037 4.778 2.955
O 0.434 5.930 3.020
O -0.707 4.163 3.906
C -1.013 4.839 5.135
H 0.409 5.083 0.286
H 0.473 3.399 -0.055
H 1.735 4.065 0.864
H -0.055 4.872 5.654
H -1.798 4.348 5.709
H -1.391 5.848 4.968
C -3.153 -0.801 -3.604
O -4.308 -0.232 -4.162
C -4.323 0.273 -5.426
O -3.355 0.478 -6.080
O -5.535 0.687 -5.775
C -5.729 1.514 -6.949
H -2.952 -1.798 -3.997
H -3.395 -0.860 -2.543
H -2.316 -0.107 -3.680
H -6.368 2.387 -6.809
H -6.055 1.023 -7.866
H -4.753 1.985 -7.064
C -2.188 0.743 1.079
O -0.801 0.744 1.007
C -0.179 0.405 -0.168
O -0.697 0.144 -1.265
O 1.145 0.521 0.012
C 2.068 0.196 -0.990
H -2.624 1.723 0.885
H -2.493 0.353 2.051
H -2.479 -0.047 0.387
H 3.102 0.434 -0.742
H 1.797 0.778 -1.870
H 1.986 -0.832 -1.344
C -2.190 -2.737 -0.391
O -3.168 -2.299 0.521
C -3.543 -3.249 1.548
C -4.613 -2.475 2.349
O -4.135 -1.281 2.842
C -4.868 -0.605 3.884
C -4.380 -0.812 5.279
O -4.609 -2.104 5.702
C -4.329 -2.355 7.124
H -1.258 -2.888 0.154
H -2.011 -2.081 -1.243
H -2.578 -3.584 -0.956
H -2.740 -3.624 2.182
H -4.038 -4.102 1.083
H -4.972 -3.108 3.161
H -5.372 -2.277 1.593
H -5.955 -0.582 3.804
H -4.513 0.405 3.681
H -4.894 -0.141 5.967
H -3.334 -0.652 5.540
H -3.372 -1.936 7.435
H -4.172 -3.428 7.241
H -5.193 -2.057 7.718
C -0.434 -2.254 3.432
O -0.286 -2.025 4.747
C -1.062 -2.872 5.609
C -0.729 -2.300 7.014
O 0.623 -2.257 7.344
C 1.041 -1.497 8.433
C 2.573 -1.220 8.318
O 2.935 -0.744 7.042
C 4.358 -0.658 6.925
H 0.211 -1.539 2.921
H -1.423 -2.022 3.039
H -0.294 -3.248 3.008
H -0.799 -3.929 5.569
H -2.130 -2.706 5.466
H -1.344 -2.953 7.633
H -1.182 -1.312 7.093
H 0.710 -1.858 9.407
H 0.557 -0.536 8.259
H 3.134 -2.083 8.674
H 2.872 -0.344 8.895
H 4.938 -1.553 7.150
H 4.667 0.016 7.724
H 4.750 -0.256 5.991
C 0.924 -2.116 -4.011
O 0.076 -1.178 -4.639
C -0.209 -1.462 -5.979
C 0.979 -1.560 -6.976
O 1.815 -2.727 -6.703
C 2.910 -2.938 -7.617
C 2.523 -3.543 -9.013
O 1.658 -4.709 -8.857
C 1.447 -5.596 -9.967
H 0.793 -1.976 -2.938
H 1.938 -1.949 -4.374
H 0.733 -3.144 -4.319
H -0.964 -0.762 -6.337
H -0.805 -2.371 -6.045
H 1.616 -0.683 -7.089
H 0.629 -1.680 -8.001
H 3.550 -3.691 -7.158
H 3.518 -2.036 -7.549
H 3.470 -3.925 -9.394
H 2.164 -2.744 -9.661
H 2.244 -6.316 -10.149
H 1.280 -5.072 -10.908
H 0.572 -6.219 -9.783
C 4.626 2.721 -0.598
O 5.062 1.774 0.405
C 5.411 2.413 1.643
C 4.482 3.499 2.325
O 4.576 4.790 1.717
C 3.619 5.750 2.177
C 4.172 7.157 2.247
O 3.164 8.201 2.303
C 3.749 9.490 2.155
H 4.953 3.746 -0.420
H 3.539 2.777 -0.550
H 4.835 2.407 -1.620
H 6.404 2.813 1.436
H 5.537 1.630 2.391
H 4.837 3.566 3.353
H 3.418 3.269 2.371
H 3.335 5.539 3.208
H 2.765 5.832 1.505
H 4.857 7.377 1.428
H 4.773 7.138 3.157
H 4.634 9.386 2.782
H 3.237 10.328 2.629
H 3.947 9.721 1.109
C 1.881 -5.190 1.528
O 0.982 -4.482 0.674
C 1.477 -4.014 -0.596
C 1.423 -5.033 -1.726
O 0.167 -5.531 -2.005
C -0.422 -6.421 -1.117
C -1.404 -7.351 -1.836
O -2.645 -6.784 -2.245
C -2.661 -5.727 -3.264
H 2.784 -4.633 1.777
H 2.285 -5.962 0.873
H 1.466 -5.633 2.434
H 2.480 -3.607 -0.468
H 0.902 -3.123 -0.848
H 2.012 -5.890 -1.397
H 1.923 -4.616 -2.600
H -0.882 -5.768 -0.375
H 0.313 -7.093 -0.673
H -1.627 -8.167 -1.148
H -0.940 -7.824 -2.702
H -2.059 -4.872 -2.954
H -3.708 -5.485 -3.443
H -2.289 -6.063 -4.231
C -6.363 0.579 0.480
O -6.102 1.678 -0.400
C -5.841 1.329 -1.745
C -5.417 2.545 -2.661
O -4.364 3.264 -2.116
C -3.069 2.708 -2.378
C -2.047 3.661 -1.747
O -2.014 4.914 -2.443
C -1.223 5.917 -1.873
H -6.636 0.812 1.509
H -5.470 -0.044 0.537
H -7.227 0.019 0.120
H -6.735 0.869 -2.166
H -5.100 0.538 -1.857
H -6.215 3.286 -2.706
H -5.172 2.234 -3.676
H -2.853 2.518 -3.429
H -2.824 1.740 -1.940
H -1.079 3.176 -1.875
H -2.254 3.921 -0.709
H -1.556 6.135 -0.858
H -1.117 6.762 -2.553
H -0.180 5.612 -1.781
```

Atomic partial charges in e from the Löwdin method, atoms 1 to 6:
1 C -0.026
2 O -0.061
3 C -0.589
4 O 0.115
5 O -0.010
6 C -0.001